# 1
Computed, not measured: a molecular structure, C20H36F2N2O24S4, with ωB97M-V/def2-TZVPD.

Structure (XYZ):
```
88
Properties=species:S:1:pos:R:3:forces:R:3
F -4.95003 -3.61506 10.34023 0.8 1.6 2.1
C -10.17491 -8.60349 4.33148 1.0 -2.2 -1.6
C -14.07389 -3.35648 15.28772 0.4 2.2 -1.6
O -7.80093 -9.47949 18.56235 -0.8 0.2 -0.8
H -3.09560 -3.44772 -0.75584 0.1 0.5 0.1
O -5.43710 -1.86275 2.77850 1.0 -0.1 -2.6
H 3.06200 -6.76326 11.28802 0.1 0.5 -0.1
H -10.62549 -8.56237 5.32313 -0.1 0.7 -0.4
H -13.63069 -2.36299 15.35588 -0.5 0.1 0.7
H -15.00268 1.82415 7.49230 -0.7 -0.2 0.3
H -8.28553 -7.23088 16.19203 -0.7 -0.3 0.1
C -4.05062 -2.95354 -0.57745 -1.8 -0.7 -0.2
O -8.91209 -4.25301 9.13672 3.9 -1.1 0.9
O -11.09370 -9.42703 3.51581 -0.1 -0.2 -0.7
H -13.37611 -0.27264 8.23319 -0.3 -0.1 0.8
C 1.62914 -8.55162 10.21869 0.4 0.2 0.4
O -5.67863 -10.80775 11.64448 -1.3 -0.1 -0.9
C -6.08459 -13.99943 11.39384 -0.1 -0.1 0.4
S -12.77743 2.85079 9.52637 -0.5 1.1 -1.2
C -4.17761 -1.46360 -0.76920 0.4 2.2 0.8
H -9.96396 -7.25868 18.07540 0.2 -0.2 -0.2
O -10.23862 -7.74923 2.07970 -0.6 -1.0 -0.3
H -15.46966 0.84748 8.97552 0.0 0.5 0.2
C -9.87403 -7.43330 3.44584 -1.8 2.0 -0.3
H -4.83394 -3.34111 -1.22883 0.4 -0.7 -0.2
C 1.20957 -7.36374 11.10043 0.7 -1.6 -0.7
O 0.10320 -7.29153 11.51443 -3.3 0.2 0.9
F -11.80509 -3.94424 15.41493 2.2 0.6 1.6
H 0.74628 -8.97981 9.74402 0.1 0.6 -0.4
C -8.41517 -8.57223 18.01768 1.4 2.1 1.2
O -3.01940 -1.78475 2.25292 -3.3 -0.2 -2.0
O -6.34987 -12.96941 10.53878 -0.5 3.2 -3.7
H -9.89827 -8.22905 20.50755 0.3 -0.5 0.0
C -14.71957 1.46534 8.48184 0.3 1.7 0.0
O -7.95892 -10.94002 10.47197 3.3 -2.0 2.3
H 0.93373 -5.28122 12.69839 0.0 0.1 -0.2
H -5.26501 -5.55756 10.74431 -0.4 0.3 0.6
H -7.17765 -6.65209 17.28271 0.0 -0.4 1.3
C -10.33033 -8.65687 19.60289 -0.3 -0.2 -1.0
S -10.87352 -9.26432 1.89409 2.2 -0.2 -0.1
H -11.37883 -8.35900 19.59928 0.0 0.3 -0.3
O -6.82246 -4.40783 8.26467 -0.3 -1.0 -0.5
H -3.21039 -1.00198 -0.96795 -0.1 0.1 -0.1
C -5.58970 -4.90857 8.75660 0.0 -1.4 -2.4
H 2.00383 -9.41794 10.76384 0.2 0.3 0.6
H 2.43109 -8.22084 9.55872 -0.3 -0.3 -0.4
C -12.97050 -4.28420 14.90708 -1.0 0.3 -1.1
C -5.68871 -4.72821 10.17796 0.7 0.7 0.9
O -7.02423 -4.41961 10.43587 -0.2 -1.2 1.4
H 2.66509 -5.01623 12.88850 0.1 -0.1 -0.2
O -14.39258 2.69652 9.26139 0.3 -0.4 0.2
H -9.19271 -9.07172 4.39590 -0.3 -1.0 0.4
O -9.67938 -10.08767 1.45986 -4.3 2.0 1.0
H -4.76927 -4.30695 8.36539 -0.1 -0.4 -0.2
H -10.56796 -6.64565 3.73940 0.2 0.5 -0.2
C 1.87261 -5.16969 12.15603 0.0 -1.4 -0.7
H -6.98273 -8.26275 16.55866 0.4 0.3 0.0
N 2.11361 -6.42274 11.35660 2.1 1.4 0.7
O -7.29092 -12.33534 12.58794 -0.3 2.3 -1.0
C -7.13510 -13.68509 12.39635 0.2 -3.3 3.8
O -12.49261 3.38256 10.83207 -0.7 -1.7 -1.1
C -7.69334 -4.44050 9.28716 -4.3 2.6 -1.8
H -8.85478 -7.04701 3.45029 -0.1 -0.4 0.1
H -8.12136 -14.14663 12.34762 0.2 -0.2 -0.8
C -7.68896 -7.58203 17.03399 -0.3 -1.5 -1.5
S -6.84379 -11.55406 11.24814 -0.5 0.0 -0.9
H -12.72324 -4.45408 13.85918 -0.9 0.0 -0.2
O -12.18348 -9.24402 1.19233 3.9 -0.2 2.1
O -4.55564 -3.25904 0.71538 0.2 1.7 2.4
O -12.18256 3.58608 8.42569 -0.8 -1.5 1.0
H -14.75332 -3.35889 14.43538 -0.5 0.1 0.3
C -13.39075 0.81396 8.31799 0.7 -1.3 -2.1
O -15.12285 -6.15901 16.77286 2.9 3.9 -0.5
H -6.20058 -14.98952 10.95295 -0.3 0.3 -0.4
C -14.41290 -5.21117 16.36835 -4.5 -3.1 0.7
H -5.04999 -13.91939 11.72742 0.0 0.0 0.5
H -10.37266 -9.74328 19.52531 0.5 0.1 0.6
H -6.66566 -14.04872 13.31040 -0.6 -0.1 0.6
O -12.57306 1.23638 9.34602 1.6 1.3 2.0
S -4.41607 -1.89107 1.74686 2.1 -0.3 0.3
H -12.93740 1.08609 7.36482 0.0 0.5 -0.1
H 1.84883 -4.33954 11.45006 -0.2 0.1 0.3
O -4.70245 -0.82915 0.45882 0.7 -2.1 1.8
H -5.47508 -5.98166 8.60345 -0.1 0.0 -1.0
H -4.92755 -1.13049 -1.48664 0.3 -0.4 -0.3
O -13.46459 -5.40812 15.46951 1.3 -3.3 0.2
O -14.68263 -3.86916 16.46084 0.7 -0.9 -0.2
N -9.65896 -8.17103 18.38313 -0.9 0.2 0.5
```
Forces are in eV/Å.

Values from the calculation:
E_HOMO (eV): -9.523
ΔE to the lowest compared entry with this formula, charge and spin (kcal/mol): 124.6
Frontier orbital gap (eV): 9.60

***

# 2
Computed, not measured: 3 unconnected molecules or ions with the total composition C20H36F3N4O4S2, with ωB97M-V/def2-TZVPD.

Structure (XYZ):
```
69
Properties=species:S:1:pos:R:3:forces:R:3
H 3.15332 -4.65996 2.63195 -0.2 0.1 0.2
H 0.40777 -5.77848 1.92510 0.0 0.0 0.1
H 1.12647 -7.80455 3.12806 -0.1 0.1 0.3
C 1.37101 -7.28514 5.85621 0.6 0.6 0.0
C 2.32139 -2.61286 4.13980 0.3 -0.7 0.2
C -1.83642 4.55870 -7.31499 0.4 -0.5 0.5
H -0.88932 -7.37758 4.76525 0.3 0.1 0.1
H -3.87400 4.81393 -3.52407 0.0 0.0 0.0
C -1.00210 4.52079 -3.47126 0.6 0.7 2.1
H 0.92156 -8.27021 5.67504 -0.1 0.4 -0.2
H -4.19673 3.09116 -3.57676 0.1 0.1 0.0
S 4.09132 0.57523 -0.01869 -4.6 0.6 -2.2
H -1.01740 5.17960 -7.69182 0.0 -0.1 0.2
H 1.15728 4.67693 -3.00597 -0.2 -0.1 -0.1
H 2.44734 -7.46208 5.95806 -0.2 0.3 0.0
C -2.57145 6.27038 -5.74938 0.0 0.1 0.2
C -3.44964 3.85218 -3.83092 0.0 0.0 0.1
C 1.61098 -6.85242 3.38006 0.2 0.3 -0.1
H 2.18565 -1.87554 3.33638 -0.2 -0.5 0.1
H 0.03496 -2.78263 2.65869 0.3 -0.1 0.3
C 2.50459 0.88245 -0.64939 -1.7 -0.4 1.9
H -3.56725 6.35377 -6.20494 0.2 -0.2 0.0
H -0.70658 -4.10738 3.50542 0.0 -0.2 0.0
H 2.67780 -7.07905 3.50940 -0.1 0.1 0.2
F 0.80622 -0.31932 1.98409 2.2 3.8 1.9
C -0.52608 -6.35069 4.63480 -0.2 0.2 -0.2
H -0.98263 -5.74915 5.42877 0.1 0.0 -0.2
H -2.96234 2.81044 -5.63208 0.2 0.2 0.0
H -0.23692 -2.67729 4.40132 0.2 -0.2 -0.1
C 2.06453 -4.53857 2.54084 0.2 -0.3 0.2
H 3.39961 -2.80100 4.20559 -0.3 -0.1 0.1
C -1.25740 5.91270 -2.82547 -0.2 0.2 -0.1
O -0.16287 3.49657 -5.40922 -1.4 3.4 0.9
S 1.33777 2.43429 1.51967 -0.2 9.8 -0.8
C 1.02669 -6.28469 4.69949 -1.3 -1.5 0.5
C 1.49845 -3.91689 3.84326 -0.7 2.0 -0.7
H 0.18778 4.06469 -1.65985 -0.2 0.1 -0.4
H -2.66700 6.69844 -4.75838 0.1 -0.1 0.1
C -2.15579 3.56263 -3.07688 -0.1 -0.1 -0.4
N 1.48148 -4.88034 4.99665 5.0 -1.0 0.0
O 2.68678 3.25654 1.51205 -3.6 -4.2 0.3
C 0.30313 4.03568 -2.75120 -0.1 -0.2 -0.7
N 1.13695 1.03847 -0.68359 7.3 -1.0 -0.6
H 0.56350 3.00023 -2.99661 -0.1 0.3 -0.1
H -0.60852 6.67907 -3.26399 -0.1 -0.1 0.0
F 2.83328 0.59456 3.02254 -4.8 0.6 -1.6
H -1.60992 3.51154 -7.54836 0.1 0.2 0.2
F 0.66483 1.15969 3.84895 2.5 -1.2 -4.1
N 0.72312 2.21900 -0.09577 -0.2 -0.5 3.3
H 0.98710 -6.92371 6.81937 0.1 0.0 -0.2
H -0.93292 -6.03517 3.67329 0.1 0.1 0.1
C 1.46045 -5.89220 2.20456 0.0 -0.1 0.0
C 1.42311 0.89052 2.57003 0.2 -3.2 4.0
H -1.90024 6.92856 -6.31642 0.0 -0.2 0.1
C -2.07425 4.79715 -5.78130 -1.0 1.2 -1.4
H -2.29462 6.24130 -2.90147 0.0 0.0 -0.1
C 0.06935 -3.35610 3.59467 -0.2 -0.1 -0.1
H 1.96838 -6.30922 1.32707 -0.1 0.0 0.1
H -4.14358 4.08603 -5.84805 0.3 0.2 -0.1
H 1.99727 -2.14153 5.07313 0.0 -0.2 -0.1
H -1.04989 5.89886 -1.74833 0.1 -0.3 -0.3
O 2.79986 -4.96272 5.48518 -3.6 0.3 -0.8
H 1.91042 -3.85702 1.69409 -0.1 0.1 0.4
H -1.86350 2.52260 -3.27460 0.1 0.2 -0.1
N -0.82330 4.65664 -4.96019 0.7 -4.9 -1.0
H -2.34940 3.62401 -1.99820 0.3 0.1 -0.2
O 0.31237 3.39312 2.24368 2.7 -4.3 -2.2
H -2.73489 4.81589 -7.89304 0.1 0.1 0.4
C -3.20694 3.83914 -5.33133 0.2 -0.2 0.2
```
Forces are in eV/Å.

Values from the calculation:
2S+1: 3
E_HOMO (spin up / spin down) (eV): -4.923 / -4.923
Net charge: -1
Frontier orbital gap (spin up / spin down) (eV): 7.26 / 6.38

***

# 3
Computed, not measured: a molecular structure, C20H36F5N3O14PS2, with ωB97M-V/def2-TZVPD.

Structure (XYZ):
```
81
Properties=species:S:1:pos:R:3:forces:R:3
F 0.94705 1.92166 -2.91662 -0.5 0.6 0.7
C 4.45229 4.17679 0.17399 0.0 -0.4 -0.5
C -0.96469 2.22323 -0.55370 1.3 0.4 0.4
O -5.07737 -2.74232 0.43090 -0.2 0.1 -0.2
F -9.16823 -4.69128 0.53425 0.3 0.0 0.2
O -4.61795 -4.36987 2.18299 -0.4 0.1 0.4
H -1.78315 2.44839 0.11004 -0.7 -0.2 -0.1
N -6.91414 -4.31761 1.23394 0.3 0.0 -0.4
O 2.02382 -3.46918 -2.45945 -0.6 0.0 0.3
H -4.65085 -0.71277 1.33967 -0.3 -0.3 -0.1
O 3.74161 3.87996 2.40742 0.3 -0.6 -0.7
H -1.28947 1.91807 -1.53437 -0.4 -0.2 -0.2
H 0.44702 0.51840 3.12000 0.0 0.4 0.1
S -7.77479 -4.25080 -0.09915 -1.2 0.0 -0.3
H 2.51730 0.98188 -6.49470 -0.2 0.0 -0.4
H -0.87705 0.59673 0.76935 -0.1 -0.5 0.1
H -2.98792 -0.66548 0.89254 0.3 -0.1 -0.1
C 0.65402 -0.25795 -3.76905 -0.4 -0.4 0.4
O -3.81185 1.14136 1.42716 0.3 0.1 0.6
H -2.03462 0.03225 4.55549 0.1 0.4 0.3
C 0.47395 -0.56362 3.13876 -0.3 0.1 -0.5
C 1.67655 -0.21808 -0.85807 0.5 -1.7 -0.7
H 2.16307 2.26258 0.21147 -0.4 0.0 -0.2
H 3.57928 2.22692 -3.81955 0.2 -0.4 0.4
C 1.26366 -0.97786 1.90552 -0.1 -0.5 1.3
C 4.40625 -1.10044 1.47242 0.7 1.0 1.9
C 4.94402 -0.26508 -0.60754 2.4 1.5 0.3
C -3.38503 -0.62308 3.01933 0.6 0.0 0.3
H 3.47428 1.85827 -0.84345 0.3 -0.2 -0.2
C 3.04257 1.64368 0.12604 0.4 0.6 0.2
O -8.03942 -2.94005 -0.59635 0.2 0.2 0.1
H 0.55105 -1.27696 1.15123 0.1 0.3 -0.5
C -2.02078 -0.08841 3.48207 -0.6 -0.8 -0.2
H 4.61108 3.58851 -0.71999 0.1 -0.2 -0.2
C -0.16874 1.10960 0.12979 -1.5 0.6 0.4
F 4.83624 -0.72393 -1.85364 -0.1 0.2 0.3
H 1.23809 -1.01598 -4.26681 0.3 -0.3 -0.2
H -4.58482 2.49228 0.13381 0.0 0.4 0.1
H 0.85111 3.28996 -1.04821 0.2 0.0 -0.3
H -3.89047 1.07195 -0.63463 0.1 -0.1 -0.2
H 2.77328 -3.83387 -2.93287 0.4 0.0 -0.1
H -1.01428 -1.95259 3.79772 -0.2 -0.3 0.2
O 2.52358 -2.17972 -2.07108 0.5 0.0 -0.3
F -4.92391 -5.06011 -0.04994 0.0 0.0 0.0
O -7.50692 -5.28020 -1.04868 0.2 -0.1 0.0
H 5.39427 4.63226 0.42662 0.3 0.3 0.2
N 2.20441 1.61541 -5.77128 0.5 -0.3 0.5
H 0.03458 0.22511 -4.50453 -0.1 0.3 -0.2
O 5.91666 0.39981 -0.29217 -2.4 -1.8 -0.7
H 0.97669 -0.85979 4.04542 0.3 0.0 0.3
C 1.66834 -1.77263 -1.03580 -0.6 -0.1 0.0
C -3.70639 -0.26556 1.60887 -0.5 0.2 -0.4
H 3.74022 4.95358 -0.05408 -0.2 0.3 0.1
N 3.87212 -0.68929 0.21707 0.8 0.1 -0.2
H 1.86280 -1.84360 2.17102 0.3 -0.3 -0.2
H 0.02426 -0.76320 -3.05432 -0.3 0.0 0.3
H -0.57860 4.23295 -1.27755 -0.2 0.4 0.0
C 1.57305 0.72497 -3.11499 1.3 -0.5 -1.7
H 0.04886 3.89327 0.35732 -0.1 0.3 0.4
F 4.36708 -2.43680 1.53585 0.0 -0.2 -0.1
O 4.86441 -0.46286 2.37242 -0.8 -1.0 -1.5
H 3.70677 0.03807 -4.55453 0.2 0.1 0.6
C -4.46074 1.42315 0.22686 -0.1 0.0 -0.4
H -5.43971 0.95286 0.18437 -0.3 -0.1 0.0
O 2.12018 0.11119 1.55790 -0.3 -0.4 -0.3
C 2.64836 0.18612 0.29162 0.0 0.9 0.1
H -1.22307 -1.51397 2.14999 0.2 -0.1 -0.4
H 0.52152 1.57447 0.81668 0.5 -0.2 -0.1
S -5.39067 -3.99706 1.04214 0.9 -0.3 0.0
O 3.91592 2.01352 1.19159 -0.3 0.0 -0.1
H -4.18817 -0.32349 3.67785 -0.3 0.2 0.1
C -0.95453 -1.11296 3.12101 0.2 0.3 0.1
O 0.35794 0.13382 -0.76613 0.3 0.5 0.2
H -1.84987 0.85375 2.97737 0.2 0.4 0.1
C 3.99018 3.36256 1.34497 -0.1 0.8 1.2
H 0.66263 -2.05103 -1.32027 -0.4 0.0 -0.1
H 1.88971 -2.29985 -0.11523 0.3 0.0 0.2
O 2.31191 0.30798 -2.03755 -0.2 0.8 0.8
P 2.87072 1.16093 -4.41426 -0.9 0.6 -1.1
C -0.12498 3.49552 -0.63075 0.1 -0.3 -0.5
H -3.33164 -1.70443 3.05853 -0.3 -0.4 0.1
```
Forces are in eV/Å.

Values from the calculation:
E_HOMO (eV): -6.864
Net charge: -1
Frontier orbital gap (eV): 8.55